(1)
The following is a quantum chemistry calculation of one molecule with the formula C22H20N2O2 in a non-equilibrium geometry, from the OMol25 dataset.

SMILES: O=C(NN=C(Cc1ccccc1)Cc1ccccc1)c1ccccc1O
ΔE to the lowest compared entry with this formula, charge and spin, kcal/mol: 50.0
HOMO energy, hartree: -0.3056

```
46
Properties=species:S:1:pos:R:3:lowdin_charge:R:1
O 1.7426 -1.2012 -4.4236 0.074
O 2.7812 -0.8932 -2.1026 0.041
N 1.7408 0.0456 -0.4131 0.078
N 0.7542 0.6503 0.2663 0.100
C 0.5616 -1.9731 5.1409 -0.080
C 1.3433 -2.0518 2.4899 -0.035
C -0.3716 0.9271 -2.3179 -0.018
C 1.8625 0.4084 2.4917 -0.078
C -3.7833 1.4761 -0.5068 -0.105
C -1.3634 1.2290 -3.2239 -0.085
C -0.2722 -0.1111 -4.8830 -0.012
C -3.3356 0.2994 0.0706 -0.076
C 1.7765 -0.2674 -1.7418 -0.361
C -0.4138 1.5028 2.1410 -0.083
C 0.4990 -3.1648 4.4401 -0.089
C 0.7527 -0.4196 -3.9843 -0.261
C 0.8919 -3.2010 3.1129 -0.076
C -2.0537 2.6831 0.6353 -0.046
C 1.4119 -0.8512 3.1871 -0.234
C -2.2550 0.3177 0.9320 -0.040
C -3.1412 2.6679 -0.2217 -0.094
C 0.6980 0.0952 -2.6664 -0.061
C 1.0122 -0.8230 4.5168 -0.050
C 0.7817 0.8308 1.5202 -0.261
C -1.6030 1.5100 1.2219 -0.246
C -1.3170 0.7021 -4.5087 -0.072
H -4.6299 1.4620 -1.1773 0.103
H 2.4002 -1.2940 -3.6896 0.079
H -1.9068 -0.6000 1.3845 0.118
H 0.1462 -4.0621 4.9259 0.102
H 1.6435 -2.0936 1.4526 0.109
H -2.1762 1.8734 -2.9274 0.088
H -1.5524 3.6168 0.8483 0.111
H -0.1380 2.5270 2.4101 0.127
H -0.4187 1.3339 -1.3230 0.080
H -2.0974 0.9330 -5.2188 0.105
H 2.5721 -0.2934 0.0789 0.144
H -3.4844 3.5895 -0.6693 0.103
H 1.0608 0.1037 5.0718 0.113
H -3.8323 -0.6337 -0.1507 0.104
H -0.2077 -0.5263 -5.8766 0.116
H -0.6583 0.9706 3.0653 0.122
H 2.0109 1.2048 3.2231 0.123
H 0.2581 -1.9367 6.1768 0.103
H 0.8459 -4.1269 2.5590 0.105
H 2.8125 0.2369 1.9793 0.114
```



(2)
The following is a quantum chemistry calculation of one molecule with the formula C22H20O4S in a non-equilibrium geometry, from the OMol25 dataset.

SMILES: CC1(C)OC2=C(C(=O)c3ccccc3C2=O)[C@H](SCc2ccccc2)[C@H]1O
ΔE to the lowest compared entry with this formula, charge and spin, kcal/mol: 0.0
HOMO energy, hartree: -0.3115

```
47
Properties=species:S:1:pos:R:3:lowdin_charge:R:1
S 0.9330 2.6721 -0.3317 0.921
O -0.4386 0.2677 2.5621 0.016
O -0.6619 -2.3917 2.3293 0.166
O -2.8051 2.1124 1.6833 -0.042
O -1.2839 0.4156 -2.0692 0.117
C 0.7258 2.3232 2.9947 -0.014
C 4.2176 -0.1856 -1.2040 -0.066
C -1.5801 1.6819 4.1628 0.021
C 2.8784 -1.2470 -3.0007 -0.088
C -2.1129 -2.2237 -2.2265 0.031
C -2.2935 -3.6387 -2.2080 -0.087
C -2.0426 -4.4281 -1.1369 -0.077
C -0.6733 1.6803 2.8408 -0.443
C -0.7737 1.9602 0.1872 -0.372
C -0.7126 0.4842 0.2120 -0.079
C -1.5910 -1.5636 -1.0704 -0.046
C -0.8159 -1.8425 1.2967 -0.308
C 2.1422 0.7961 -1.8970 -0.280
C -1.1551 -0.1942 -1.0809 -0.372
C -0.6551 -0.3382 1.3750 -0.075
C 1.3386 2.0838 -1.9941 -0.434
C -1.3263 2.3201 1.6601 -0.267
C 1.9997 -0.2155 -2.8757 -0.065
C -1.7396 -3.8193 0.0901 0.025
C -1.3711 -2.4482 0.1026 -0.053
C 3.2881 0.8336 -1.0596 -0.065
C 4.0444 -1.1140 -2.2601 -0.090
H -2.2958 -5.4047 -1.4588 0.099
H -2.3524 -1.6522 -3.1527 0.128
H 5.2245 -0.0791 -0.8032 0.103
H -2.9846 1.1361 1.7171 0.111
H 0.5876 3.3799 3.1476 0.087
H -2.7075 -4.1130 -3.0891 0.105
H -1.1478 1.2894 5.0822 0.082
H 1.0216 -0.1937 -3.3980 0.118
H -1.5323 2.3448 -0.5477 0.135
H 2.6192 -2.0579 -3.6752 0.108
H 1.3007 2.0304 3.9050 0.100
H 4.8431 -1.7761 -2.4181 0.078
H -1.5974 -4.4814 0.9526 0.125
H -1.2263 3.4438 1.6660 0.164
H -2.4852 1.0803 4.0337 0.076
H 1.9162 2.8559 -2.5417 0.095
H -1.9115 2.7449 4.2691 0.102
H 0.4139 1.9582 -2.5986 0.079
H 3.4303 1.6046 -0.3664 0.069
H 1.3484 1.9088 2.1943 0.061
```



| no. | gap between HOMO and LUMO (Ha) |
| --- | --- |
| 1 | 0.323 |
| 2 | 0.272 |